Density functional theory data (wB97M-V/def2-TZVPD) for C9H16N2S in the gas phase in a non-equilibrium geometry.

```
28
Properties=species:S:1:pos:R:3:nbo_charge:R:1
C -0.48 0.85 0.42 0.272
C -1.79 1.01 -0.11 -0.235
C -2.74 -1.43 0.92 0.053
C 0.32 2.16 0.63 -0.666
C -2.25 2.38 -0.52 -0.677
C 2.10 -1.66 0.93 -0.612
C 0.42 -2.10 -0.90 -0.631
C 1.80 0.01 -0.87 -0.612
C 1.08 -1.05 -0.05 0.133
N -2.83 -2.03 1.87 -0.327
N 0.01 -0.40 0.73 -0.678
S -2.82 -0.47 -0.54 0.281
H 0.87 1.92 1.60 0.232
H -0.38 2.94 0.63 0.228
H 1.08 2.17 -0.24 0.231
H -1.66 3.02 -1.26 0.231
H -2.59 3.00 0.38 0.226
H -3.14 2.04 -1.10 0.228
H 3.13 -1.60 0.49 0.200
H 2.11 -0.93 1.71 0.222
H 2.00 -2.64 1.16 0.211
H 0.05 -3.01 -0.36 0.225
H 1.11 -2.28 -1.73 0.213
H -0.48 -1.56 -1.37 0.218
H 1.07 0.45 -1.50 0.213
H 2.26 0.65 -0.27 0.204
H 2.39 -0.42 -1.76 0.223
H -0.65 -1.02 1.11 0.396
```

Calculated values
E_tot	-860.10951	Ha
largest force on an atom	7.11	eV/A
E_LUMO	0.5398	eV
frontier orbital gap	0.3175	Ha
SMILES	C/C(NC(C)(C)C)=C(\C)SC#N